The following is a quantum chemistry calculation of a structure of composition C24H39ClKN6O7P, from OMol25.

Geometry as XYZ:
```
79
Properties=species:S:1:pos:R:3:forces:R:3
K 0.080771 -0.170611 0.181205 -0.2573 0.2880 0.1084
C 0.075796 -3.969287 -0.426509 0.0309 -0.0276 0.0134
C 0.050972 -3.753494 1.089609 0.0072 -0.0139 0.0473
N -0.628359 -2.527317 1.514165 0.0198 -0.0855 -0.0735
C -2.076817 -2.679126 1.609940 -0.0273 0.1107 0.0481
C -2.791169 -1.329316 1.617277 -0.0254 -0.0264 -0.0194
N -2.751316 -0.711577 0.296734 0.1180 -0.0072 0.0245
C -3.782536 -1.175052 -0.628834 0.0108 0.0112 -0.0027
C -3.310076 -1.311931 -2.072723 -0.0128 -0.0229 -0.0159
C -2.664102 -0.064477 -2.682383 -0.0186 0.0653 0.0399
N -1.247924 0.090782 -2.374483 0.0830 -0.1227 0.0565
C -0.310486 -0.535310 -3.299835 -0.0208 0.0937 -0.0185
C 0.131335 -1.940208 -2.907305 0.0319 0.0637 -0.0505
N 0.899607 -1.938530 -1.670568 -0.0395 -0.1257 -0.0059
C 1.217953 -3.281583 -1.188162 0.0484 -0.0252 -0.0176
H -0.888285 -3.682459 -0.857721 0.0055 0.0151 0.0004
H 0.171812 -5.045073 -0.595650 -0.0138 0.0025 -0.0093
H 1.079208 -3.707721 1.457294 0.0001 0.0071 -0.0099
H -0.411584 -4.633536 1.561010 0.0019 0.0083 0.0073
H -0.253478 -2.244180 2.413475 -0.0540 -0.0139 0.0328
H -2.376671 -3.258560 2.495176 0.0163 -0.0159 -0.0003
H -2.416906 -3.244358 0.738770 0.0012 -0.0038 -0.0077
H -2.293724 -0.667189 2.332927 0.0130 -0.0047 -0.0003
H -3.818549 -1.469752 1.983700 -0.0014 0.0070 -0.0006
H -2.762231 0.297982 0.354849 -0.1178 -0.0047 0.0600
H -4.667570 -0.524308 -0.591456 0.0196 0.0244 -0.0182
H -4.119877 -2.157538 -0.289193 -0.0231 0.0038 0.0052
H -4.182558 -1.583110 -2.675408 0.0054 -0.0074 -0.0023
H -2.611978 -2.147514 -2.140677 0.0080 -0.0092 0.0110
H -3.185676 0.826241 -2.316362 0.0077 -0.0438 -0.0076
H -2.820530 -0.082913 -3.771361 0.0061 -0.0061 -0.0062
H -1.011828 1.064614 -2.258388 -0.0416 0.0022 -0.0611
H 0.582120 0.097672 -3.352229 0.0069 -0.0033 -0.0004
H -0.724556 -0.574441 -4.318427 0.0070 -0.0023 -0.0010
H 0.699881 -2.370520 -3.747058 0.0161 -0.0168 0.0202
H -0.740956 -2.578505 -2.768224 -0.0079 -0.0204 -0.0028
H 1.753873 -1.405546 -1.802560 0.0491 -0.1094 -0.0620
H 2.086117 -3.205633 -0.529154 0.0042 0.0106 -0.0106
H 1.510525 -3.930740 -2.026781 0.0306 0.0154 0.0004
O 4.415157 3.888237 -2.415479 -0.0366 -0.0346 -0.0954
C 3.300367 4.412753 -2.870517 0.0197 0.1474 0.2230
O 3.282628 5.337140 -3.649091 0.0007 -0.0521 -0.0834
C 2.013780 3.838325 -2.356148 0.0436 -0.1060 -0.0421
C 0.766650 4.232636 -2.793672 -0.0207 0.0368 -0.0549
Cl 0.309936 5.447441 -3.891100 -0.0133 -0.0140 0.0026
N -0.160162 3.496867 -2.135807 -0.0486 0.0130 0.0720
N 0.423795 2.652318 -1.257571 0.0705 -0.0948 -0.0694
C 1.727697 2.836341 -1.384741 -0.0825 0.0345 0.0211
C 2.652551 1.989766 -0.519762 0.0531 -0.0205 0.0423
O 3.875688 2.052324 -0.769847 0.0314 0.0644 -0.0263
O 2.100349 1.301419 0.358328 0.1403 0.0841 -0.0908
C -1.581425 3.500893 -2.219222 0.0342 0.0189 0.0184
C -2.305100 3.472576 -1.034056 -0.0135 0.0042 -0.0042
C -3.689071 3.409510 -1.083638 -0.0241 0.0074 0.0016
C -4.345916 3.383867 -2.307544 0.0294 0.0207 0.0079
C -3.610809 3.407566 -3.483948 -0.0111 0.0196 -0.0102
C -2.224645 3.455857 -3.447109 -0.0253 -0.0056 -0.0107
H 4.240855 3.121044 -1.764001 -0.0256 -0.0228 0.0527
H -1.773590 3.504050 -0.092637 0.0012 0.0028 -0.0004
H -4.256281 3.396707 -0.161727 -0.0065 0.0024 -0.0018
H -5.426458 3.344169 -2.344051 -0.0024 -0.0024 0.0033
H -4.115698 3.376400 -4.440413 0.0009 0.0003 0.0009
H -1.648771 3.448702 -4.361512 0.0106 0.0082 -0.0007
C 3.325541 -2.889484 3.788263 0.0004 -0.0194 0.0163
O 2.367848 -1.833117 3.751996 0.1063 -0.0847 0.0233
P 2.414706 -0.835558 2.436679 0.0180 0.0784 0.0228
O 1.235631 0.164055 2.952278 -0.2290 -0.1487 -0.3031
C 0.862179 0.391029 4.306972 0.1237 0.0309 0.1154
O 3.787811 -0.044278 2.723470 -0.0015 -0.0563 0.0836
C 3.906336 1.357980 2.977042 0.0212 0.0264 -0.0192
H 3.500993 -3.141465 4.831980 -0.0263 -0.0137 0.0026
H 4.276160 -2.589741 3.343744 -0.0062 0.0217 0.0096
H 2.946313 -3.771401 3.266673 0.0017 0.0025 -0.0148
H 1.639822 0.944183 4.835155 -0.0082 -0.0125 0.0253
H 0.681427 -0.550082 4.825973 -0.0146 0.0521 -0.0013
H -0.046318 0.989561 4.285065 -0.0057 0.0110 0.0117
H 4.932407 1.632874 2.747652 -0.0023 0.0038 -0.0054
H 3.700660 1.571299 4.028004 0.0136 -0.0058 0.0032
H 3.231641 1.915603 2.331668 -0.0039 -0.0074 0.0032
```
Positions in Å, forces in eV/Å.

Output
- Calculated total energy: -3194.74513 Ha
- Charge: 0
- Kohn-Sham gap: 8.8 eV
- ΔE to the lowest compared entry with this formula, charge and spin: 12.50 kcal per mole
- Lowest unoccupied orbital energy: -0.0618 eV



The following is a quantum chemistry calculation of a structure of composition C24H39F4HgN12S, from OMol25.

Geometry as XYZ:
```
81
Properties=species:S:1:pos:R:3:forces:R:3
Hg -0.768116 0.005793 -1.161962 0.3700 0.3505 -0.4171
C 1.765422 0.602960 -3.795260 -0.0763 -0.0129 -0.0104
N 1.731949 0.385141 -2.361122 0.2556 0.0429 -0.0277
C 2.563368 1.354263 -1.668086 -0.1050 -0.0254 -0.0003
C 2.136158 -0.962296 -1.997219 -0.1923 0.0189 0.1548
C 1.264289 -2.051802 -2.599386 -0.1106 0.0763 -0.0667
N -0.167982 -1.853784 -2.372331 0.0070 -0.0074 0.2561
C -1.035803 -2.509182 -3.193008 -0.0120 0.0601 0.0818
C -2.433995 -2.334145 -3.034276 -0.0320 0.1163 0.0870
F -2.876616 -1.524022 -2.047458 -0.0152 -0.1431 -0.1065
C -3.385434 -2.945971 -3.812976 -0.0841 0.0594 0.0387
F -4.679472 -2.683725 -3.550214 0.0446 -0.0240 -0.0381
C -3.057411 -3.811916 -4.837265 -0.0236 -0.0474 0.0127
C -1.710264 -4.033728 -5.003762 0.0934 -0.0591 -0.0592
F -1.295448 -4.888323 -5.959572 -0.0398 0.0373 0.0457
C -0.738457 -3.431049 -4.226555 0.0845 -0.0628 -0.0300
F 0.536326 -3.815988 -4.494564 -0.0469 -0.0271 -0.0016
H 2.751129 0.362316 -4.228827 -0.0065 0.0155 -0.0043
H 1.541946 1.649218 -4.003636 -0.0220 -0.0127 -0.0024
H 1.008986 -0.008143 -4.289456 0.0218 0.0007 0.0142
H 3.633570 1.222909 -1.906346 -0.0082 0.0175 0.0024
H 2.424145 1.246196 -0.591351 0.0126 -0.0219 0.0002
H 2.260916 2.364153 -1.940081 -0.0332 0.0070 0.0066
H 2.097693 -1.018005 -0.906892 0.0171 -0.0423 -0.0011
H 3.177406 -1.163151 -2.307791 0.0239 -0.0060 0.0148
H 1.616073 -2.994647 -2.159197 -0.0239 -0.0710 -0.0723
H 1.485719 -2.111517 -3.662814 0.0449 0.0556 -0.0157
H -3.802406 -4.304903 -5.442204 0.0086 0.0317 -0.0051
C -1.380136 5.131646 0.741990 0.1502 -0.0034 0.0661
N -1.799274 3.740657 0.865608 -0.2467 -0.0187 -0.1343
C -1.459670 3.181438 2.155174 -0.0974 -0.0827 0.0719
C -1.477102 2.918132 -0.244808 0.2790 -0.2457 0.1662
N -0.465313 2.001082 -0.269365 -0.1496 0.1679 -0.4239
N -2.313732 3.151044 -1.347028 0.0470 0.1400 0.2176
C -2.480925 2.473562 -2.497853 0.0297 -0.3830 -0.2036
N -3.251390 3.154998 -3.444810 -0.1519 0.0992 0.1224
N -2.038142 1.264746 -2.691981 -0.1286 0.0935 -0.1281
H -1.792890 5.711203 1.570959 -0.0052 -0.0034 -0.0109
H -1.753120 5.565026 -0.186485 0.0092 -0.0274 -0.0080
H -0.284176 5.242218 0.751194 -0.0028 -0.0012 0.0081
H -2.000984 3.716141 2.939313 0.0341 0.0284 -0.0163
H -0.382977 3.255097 2.385928 0.0004 -0.0215 -0.0011
H -1.753364 2.131941 2.182138 0.0119 0.0167 -0.0017
H 0.023114 1.981175 0.614629 -0.0700 -0.0182 0.0495
H -3.003591 3.865722 -1.178910 0.0567 0.0267 0.0560
H -3.149303 4.157346 -3.452472 0.0980 -0.0194 -0.0761
H -3.234890 2.753157 -4.366807 -0.0122 -0.0186 0.0124
H -2.253046 0.914341 -3.616821 0.0602 0.0717 -0.0299
C -2.959211 -0.156129 4.905607 -0.0232 0.0134 -0.0225
C -3.846492 -0.356728 3.674569 0.1451 -0.0368 0.0364
C -3.097524 -0.948901 2.523634 -0.1114 -0.0674 0.1613
N -2.748299 -0.294531 1.480015 0.2633 -0.2238 -0.2666
N -2.048291 -1.066059 0.580686 -0.4191 0.6204 0.2424
C -1.891102 -2.292784 0.950336 0.1764 -0.2040 -0.2117
N -1.288285 -3.215060 0.155657 0.0398 -0.0599 0.1339
S -2.594628 -2.622954 2.491171 -0.0739 -0.1441 0.2171
H -3.530441 0.293686 5.717974 0.0101 -0.0058 -0.0002
H -2.121264 0.501032 4.668889 -0.0057 -0.0162 -0.0001
H -2.555197 -1.105574 5.261868 -0.0028 0.0180 -0.0099
H -4.240978 0.598278 3.328611 -0.0179 0.0015 -0.0088
H -4.692510 -0.998302 3.926856 -0.0452 0.0194 -0.0111
H -0.788350 -2.826059 -0.650720 -0.0249 -0.0177 0.0009
H -0.873703 -4.017922 0.595405 -0.0229 0.0034 -0.0029
N 0.967594 -0.531775 1.366110 0.0024 -0.0528 0.1743
C 2.089080 -0.557890 1.650515 0.1977 -0.0047 0.1071
N 3.392382 -0.595130 1.911212 0.0656 -0.0091 -0.2106
C 4.073021 0.656871 2.273725 -0.0988 -0.0989 0.0837
C 4.057844 0.853707 3.783966 0.0231 -0.0514 -0.0008
C 4.666345 -0.362058 4.486197 -0.0942 -0.0015 -0.0257
C 3.946938 -1.646260 4.067320 0.0356 0.0262 -0.0216
C 3.952339 -1.795190 2.550285 -0.1119 0.1585 0.0862
H 3.596290 1.480266 1.745960 -0.0303 -0.0018 -0.0268
H 5.100984 0.571945 1.913188 0.0198 0.0247 -0.0319
H 3.020955 0.981279 4.110487 0.0117 0.0506 0.0035
H 4.600737 1.765343 4.039981 -0.0058 -0.0003 0.0176
H 4.605411 -0.237455 5.568135 0.0442 -0.0034 0.0032
H 5.728248 -0.438436 4.227978 -0.0036 0.0041 0.0124
H 2.909316 -1.611341 4.413399 0.0041 -0.0385 0.0093
H 4.417598 -2.521292 4.519853 -0.0124 0.0068 0.0199
H 3.382613 -2.661782 2.222345 -0.0179 -0.0091 -0.0279
H 4.975815 -1.900096 2.182795 0.0183 -0.0273 -0.0224
```
Positions in Å, forces in eV/Å.

Output
- Calculated total energy: -2545.94929 Ha
- Charge: 0
- Kohn-Sham gap (alpha / beta): 4.0 / 7.2 eV
- Multiplicity: 2
- ΔE to the lowest compared entry with this formula, charge and spin: 33.63 kcal per mole
- Lowest unoccupied orbital energy (alpha / beta): 0.3730 / 0.3713 eV



The following is a quantum chemistry calculation of a structure of composition C24H39N6O3RuSSi at a distorted geometry, from OMol25.

Geometry as XYZ:
```
75
Properties=species:S:1:pos:R:3:forces:R:3
Ru 0.596025 -0.142101 -0.046236 -0.7143 1.5231 -0.6633
C -0.802457 -1.115733 -4.646015 -0.0902 -0.1028 0.0587
N -1.012586 -2.075617 -3.555122 0.1204 0.0800 -0.1065
C -1.854016 -3.226533 -3.888052 0.0380 0.0938 -0.0022
C -0.502591 -1.846090 -2.353098 -0.2499 -0.0981 -0.3195
O 0.152723 -0.822602 -2.090617 0.3445 0.5822 0.5357
C -0.753101 -2.873816 -1.267691 -0.0580 0.1988 0.0202
O -0.058129 -2.485526 -0.098029 -0.2717 0.4493 0.2392
C 0.900651 -3.393588 0.397452 0.0467 0.0621 0.1090
C 2.226063 -2.670068 0.499669 0.2164 -0.0629 0.0857
O 2.293678 -1.484606 0.135110 0.0586 0.5829 -0.1790
N 3.269219 -3.334034 0.975008 0.1663 0.0140 -0.0037
C 4.577086 -2.677974 1.096634 -0.0653 -0.0886 0.0306
C 3.220566 -4.726746 1.424654 0.0060 0.1158 -0.0473
H -0.381052 -1.636638 -5.504142 0.0031 -0.0304 0.0092
H -0.121789 -0.339483 -4.324533 0.0520 0.0520 0.0447
H -1.753371 -0.670219 -4.937821 -0.0226 -0.0154 0.0234
H -1.524596 -3.643748 -4.837158 0.0485 -0.0154 -0.0063
H -2.892975 -2.914438 -3.996883 -0.0085 0.0329 0.0185
H -1.801076 -4.007920 -3.136759 0.0099 0.0192 -0.0137
H -0.424421 -3.854257 -1.598205 0.0376 -0.1401 -0.0134
H -1.818222 -2.922333 -1.050005 -0.1366 -0.0384 0.0579
H 1.002952 -4.255188 -0.258781 -0.0270 -0.0737 -0.0825
H 0.579528 -3.745263 1.375274 -0.0652 -0.0844 0.0992
H 4.537199 -1.694211 0.648129 -0.0411 0.0570 -0.0271
H 5.328065 -3.280445 0.587496 -0.0228 -0.0170 -0.0041
H 4.850058 -2.587534 2.148090 -0.0233 -0.0227 0.0043
H 2.270721 -5.199666 1.193084 0.0434 0.0196 0.0038
H 3.385459 -4.778119 2.500523 -0.0009 0.0293 0.0363
H 4.011295 -5.291599 0.935324 0.0162 -0.0031 -0.0539
C -3.212895 0.263628 0.076832 0.0347 0.1113 -0.0607
C -2.326447 1.468205 -0.023962 -0.9620 0.6102 0.0996
C -2.840325 2.780617 -0.073393 -0.0608 -0.6004 0.0607
C -1.984471 3.858657 -0.223423 0.1464 -0.1003 -0.0100
C -0.622465 3.639876 -0.364146 0.1282 -0.1734 -0.0576
C -0.182687 2.314117 -0.333805 -0.6234 0.8678 0.0050
N -1.029398 1.281963 -0.119366 1.2563 -0.7433 -0.0343
N 1.061425 1.833885 -0.503332 1.0252 -2.7936 0.3420
Si 2.324572 2.340321 -1.720873 -0.4791 0.0134 0.2173
C 3.241427 3.862367 -1.231871 0.0366 0.2085 0.2697
C 3.465249 0.903556 -1.896721 0.3060 -0.0992 -0.0213
C 1.313578 2.697577 -3.232766 -0.1190 -0.0443 -0.2185
H -3.649921 0.048714 -0.902916 0.0007 0.0025 0.0650
H -4.030214 0.427956 0.776812 0.0038 -0.0028 0.0065
H -2.626936 -0.598777 0.388867 0.0094 -0.0861 0.0790
H -3.909567 2.935954 0.004427 0.0721 -0.0649 0.0214
H -2.381047 4.866586 -0.246006 0.0233 -0.0474 0.0039
H 0.087738 4.448402 -0.496793 -0.0938 -0.0901 0.0004
H 3.830175 3.724148 -0.319683 -0.0516 0.0585 -0.1152
H 2.574736 4.720131 -1.092703 0.1410 -0.0674 -0.0197
H 3.931099 4.104380 -2.050609 -0.0663 0.0161 0.1345
H 4.279951 0.968378 -1.169144 -0.0594 -0.0432 -0.0525
H 3.911429 0.880986 -2.896943 -0.0365 0.0775 0.1191
H 2.950629 -0.037328 -1.743810 -0.0578 -0.2398 -0.0327
H 0.845901 3.683487 -3.141182 -0.0025 -0.1214 -0.1011
H 0.525235 1.950602 -3.381017 0.1029 0.1014 -0.0261
H 1.956221 2.706373 -4.119979 -0.1192 0.0494 0.0638
N -0.155960 -1.865732 3.407527 0.1710 -0.2913 -0.0092
C -0.376651 -0.572274 3.135573 -0.2647 0.2924 0.0483
S 0.880952 0.314444 2.334093 0.0493 0.0026 -0.4395
N -1.527705 -0.085129 3.568000 -0.0539 0.5035 -0.1349
C -2.114379 1.235706 3.548588 0.0543 -0.0879 -0.1195
C -3.496024 1.270792 3.697756 -0.1315 -0.1328 -0.0701
C -4.163566 2.485219 3.745312 -0.0150 -0.0172 0.0064
C -3.448694 3.672121 3.652876 0.0263 -0.0152 -0.0154
C -2.067508 3.628499 3.518691 -0.0062 0.0067 -0.0033
C -1.389222 2.416524 3.469433 0.0909 -0.0321 0.0843
H 0.794894 -2.173306 3.300554 0.0551 -0.0425 0.0270
H -0.726502 -2.366671 4.074216 0.0156 -0.0079 -0.0208
H -2.142745 -0.759069 3.998996 -0.0970 -0.0478 0.1440
H -4.055832 0.341805 3.789104 0.0382 0.1085 -0.0188
H -5.240409 2.501175 3.870586 0.0991 -0.0106 -0.0039
H -3.964009 4.624018 3.711481 0.0511 -0.0789 -0.0219
H -1.497813 4.550056 3.475154 -0.0389 -0.0787 0.0047
H -0.312729 2.403158 3.412265 -0.0094 0.0111 -0.0495
```
Positions in Å, forces in eV/Å.

Output
- Calculated total energy: -2274.35889 Ha
- Charge: +2
- Kohn-Sham gap (alpha / beta): 7.7 / 6.3 eV
- Multiplicity: 2
- ΔE to the lowest compared entry with this formula, charge and spin: 0.00 kcal per mole
- Lowest unoccupied orbital energy (alpha / beta): -5.5555 / -6.8826 eV